(w)
Entry from OMol25: a cluster of 20 separate species, H40O20 in total (the ωB97M-V functional and the def2-TZVPD basis).

```
! RIJCOSX wB97M-V def2-TZVPD def2/J DEFGRID3
* xyz 0 1
O -0.805 -3.649 1.231
H -1.064 -4.159 2.013
H -0.088 -4.065 0.755
O -0.088 5.658 0.827
H 0.420 4.860 0.734
H -0.328 5.932 -0.120
O -2.972 2.697 2.236
H -3.646 2.046 2.061
H -2.814 2.989 1.313
O 0.846 -1.667 4.051
H 0.242 -1.871 3.355
H 1.659 -1.390 3.595
O -4.328 0.994 -3.801
H -4.414 0.128 -3.414
H -3.387 1.142 -3.817
O 5.176 -2.207 0.692
H 5.141 -1.670 1.463
H 4.373 -2.712 0.618
O -0.251 -2.372 -2.676
H -1.003 -1.819 -2.546
H 0.021 -2.617 -1.777
O -2.169 -0.154 -0.606
H -2.224 -1.068 -0.222
H -2.747 -0.162 -1.377
O 3.922 -0.805 -3.951
H 3.137 -0.995 -3.439
H 4.693 -0.342 -3.597
O -0.302 3.914 4.602
H -0.019 4.038 3.692
H -1.306 4.059 4.545
O 1.868 -3.909 0.375
H 2.515 -3.213 0.516
H 2.249 -4.741 0.720
O 5.318 1.828 0.110
H 5.546 2.545 0.735
H 5.695 1.975 -0.769
O -1.686 2.534 -0.223
H -1.750 1.594 -0.045
H -1.151 2.892 0.526
O 1.365 0.042 1.915
H 0.453 0.340 2.050
H 1.924 0.508 1.292
O -0.642 -1.481 -4.964
H -0.026 -2.092 -4.561
H -0.236 -0.839 -5.525
O -4.467 2.496 0.081
H -4.217 3.252 -0.453
H -5.261 2.394 -0.486
O -0.842 -3.968 4.355
H -1.487 -3.192 4.363
H -0.189 -3.324 4.716
O -0.073 1.854 -1.942
H 0.809 1.859 -1.554
H -0.686 1.147 -1.795
O 0.681 -5.984 -0.639
H 1.287 -5.691 -1.306
H -0.080 -5.437 -0.492
O -0.567 4.215 -1.506
H -0.299 3.345 -1.870
H -1.480 4.175 -1.272
*
```

The LUMO energy comes out at -0.763 eV. As for the HOMO energy: -10.399 eV. Its HOMO-LUMO gap is 9.64 eV.

Partial atomic charges computed with the natural (NBO) method, in multiples of e: number 1, O, carries -0.995; number 2, H, carries 0.501; number 3, H, carries 0.484; number 4, O, carries -0.962; number 5, H, carries 0.463; number 6, H, carries 0.497; number 7, O, carries -0.967; number 8, H, carries 0.474; number 9, H, carries 0.479; number 10, O, carries -0.964; number 11, H, carries 0.472; number 12, H, carries 0.496; number 13, O, carries -0.926; number 14, H, carries 0.460; number 15, H, carries 0.468; number 16, O, carries -0.925; number 17, H, carries 0.476; number 18, H, carries 0.450; number 19, O, carries -0.950; number 20, H, carries 0.476; number 21, H, carries 0.478; number 22, O, carries -0.976; number 23, H, carries 0.507; number 24, H, carries 0.481; number 25, O, carries -0.983; number 26, H, carries 0.491; number 27, H, carries 0.492; number 28, O, carries -0.945; number 29, H, carries 0.465; number 30, H, carries 0.481; number 31, O, carries -0.961; number 32, H, carries 0.465; number 33, H, carries 0.499; number 34, O, carries -0.963; number 35, H, carries 0.483; number 36, H, carries 0.480; number 37, O, carries -0.975; number 38, H, carries 0.493; number 39, H, carries 0.482; number 40, O, carries -0.989; number 41, H, carries 0.500; number 42, H, carries 0.491; number 43, O, carries -0.977; number 44, H, carries 0.497; number 45, H, carries 0.476; number 46, O, carries -0.942; number 47, H, carries 0.472; number 48, H, carries 0.471; number 49, O, carries -0.948; number 50, H, carries 0.455; number 51, H, carries 0.490; number 52, O, carries -0.954; number 53, H, carries 0.499; number 54, H, carries 0.509; number 55, O, carries -0.957; number 56, H, carries 0.485; number 57, H, carries 0.475; number 58, O, carries -1.015; number 59, H, carries 0.489; number 60, H, carries 0.472

(x)
Entry from OMol25: a cluster of 20 separate species, H40O20 in total (the ωB97M-V functional and the def2-TZVPD basis).

```
! RIJCOSX wB97M-V def2-TZVPD def2/J DEFGRID3
* xyz 0 1
O 0.965 1.803 -1.233
H 1.061 0.943 -1.649
H 0.504 2.428 -1.825
O 4.563 -1.870 2.547
H 4.806 -2.246 3.397
H 3.836 -1.280 2.802
O 1.532 -2.488 -4.454
H 2.026 -1.705 -4.180
H 1.498 -2.480 -5.417
O 2.308 -1.502 -0.999
H 2.471 -1.109 -0.131
H 2.497 -2.434 -0.848
O -2.903 3.634 3.184
H -3.827 3.753 2.933
H -2.479 4.427 2.842
O -1.276 1.028 3.401
H -2.108 1.432 3.631
H -0.713 1.040 4.183
O -0.358 -1.738 2.354
H -1.206 -1.960 1.969
H -0.428 -0.867 2.750
O 3.491 0.219 -3.269
H 3.004 0.021 -2.460
H 3.805 1.123 -3.328
O 2.948 -0.069 1.622
H 3.464 -0.547 0.979
H 3.483 0.457 2.223
O -4.286 2.105 0.184
H -3.543 2.115 -0.445
H -4.025 1.272 0.605
O -3.948 -0.406 -1.818
H -4.052 -1.368 -1.823
H -4.880 -0.193 -1.866
O 1.211 1.112 -4.585
H 1.860 0.631 -4.038
H 0.328 0.968 -4.221
O -0.752 3.530 -2.367
H -0.211 4.335 -2.347
H -1.418 3.854 -2.998
O -1.196 1.027 0.437
H -0.536 1.123 1.133
H -0.635 0.955 -0.355
O 0.062 -3.349 -1.142
H 0.084 -3.237 -2.091
H 0.061 -2.509 -0.698
O 2.080 -1.016 4.072
H 1.609 -1.755 4.457
H 1.855 -0.992 3.131
O 0.764 3.955 2.432
H 0.109 3.248 2.394
H 1.369 3.751 3.145
O -2.801 -3.746 -0.837
H -1.962 -3.755 -0.352
H -2.479 -3.454 -1.697
O -2.995 1.753 -2.782
H -2.285 2.401 -2.817
H -2.725 0.842 -2.916
O 0.444 -4.336 3.291
H 0.356 -4.229 2.337
H -0.428 -4.645 3.554
*
```

The LUMO energy comes out at -0.129 eV. As for the HOMO energy: -10.442 eV. Its HOMO-LUMO gap is 10.31 eV.

Partial atomic charges computed with the natural (NBO) method, in multiples of e: number 1, O, carries -0.969; number 2, H, carries 0.460; number 3, H, carries 0.501; number 4, O, carries -0.973; number 5, H, carries 0.474; number 6, H, carries 0.481; number 7, O, carries -0.961; number 8, H, carries 0.481; number 9, H, carries 0.479; number 10, O, carries -0.965; number 11, H, carries 0.470; number 12, H, carries 0.499; number 13, O, carries -0.957; number 14, H, carries 0.480; number 15, H, carries 0.478; number 16, O, carries -0.978; number 17, H, carries 0.505; number 18, H, carries 0.477; number 19, O, carries -0.977; number 20, H, carries 0.478; number 21, H, carries 0.495; number 22, O, carries -0.969; number 23, H, carries 0.498; number 24, H, carries 0.495; number 25, O, carries -0.962; number 26, H, carries 0.480; number 27, H, carries 0.501; number 28, O, carries -0.959; number 29, H, carries 0.488; number 30, H, carries 0.469; number 31, O, carries -0.944; number 32, H, carries 0.469; number 33, H, carries 0.478; number 34, O, carries -0.968; number 35, H, carries 0.478; number 36, H, carries 0.463; number 37, O, carries -0.952; number 38, H, carries 0.492; number 39, H, carries 0.482; number 40, O, carries -0.964; number 41, H, carries 0.473; number 42, H, carries 0.476; number 43, O, carries -0.977; number 44, H, carries 0.492; number 45, H, carries 0.488; number 46, O, carries -0.985; number 47, H, carries 0.491; number 48, H, carries 0.494; number 49, O, carries -0.950; number 50, H, carries 0.483; number 51, H, carries 0.467; number 52, O, carries -0.946; number 53, H, carries 0.481; number 54, H, carries 0.462; number 55, O, carries -0.964; number 56, H, carries 0.462; number 57, H, carries 0.497; number 58, O, carries -0.935; number 59, H, carries 0.471; number 60, H, carries 0.465

Stability ranking, top and bottom: (x) is the most stable and (w) is the least stable.

(w)
Entry from OMol25: the molecule C8H14 (the ωB97M-V functional and the def2-TZVPD basis).

```
! RIJCOSX wB97M-V def2-TZVPD def2/J DEFGRID3
* xyz 0 1
C 0.074 1.495 1.182
C 0.006 0.342 0.507
C -0.649 -0.816 1.141
C -0.303 -2.094 0.988
C -1.048 -3.190 1.681
C 0.551 0.167 -0.883
C 1.188 1.379 -1.565
C 0.156 2.429 -1.997
H -0.372 1.562 2.168
H 0.640 2.367 0.880
H -1.440 -0.613 1.854
H 0.578 -2.410 0.445
H -0.414 -3.651 2.468
H -1.176 -4.071 1.035
H -1.970 -2.900 2.172
H 1.164 -0.741 -0.890
H -0.273 -0.154 -1.532
H 1.985 1.811 -0.971
H 1.588 0.971 -2.496
H -0.689 1.978 -2.511
H 0.665 3.214 -2.555
H -0.262 2.925 -1.120
*
```

The LUMO energy comes out at 1.133 eV. As for the HOMO energy: -8.458 eV. The SMILES is C=C(/C=C/C)CCC. Its HOMO-LUMO gap is 9.59 eV.

Partial atomic charges computed with the natural (NBO) method, in multiples of e: number 1, C, carries -0.406; number 2, C, carries -0.010; number 3, C, carries -0.224; number 4, C, carries -0.165; number 5, C, carries -0.643; number 6, C, carries -0.431; number 7, C, carries -0.396; number 8, C, carries -0.607; number 9, H, carries 0.193; number 10, H, carries 0.196; number 11, H, carries 0.201; number 12, H, carries 0.195; number 13, H, carries 0.213; number 14, H, carries 0.217; number 15, H, carries 0.215; number 16, H, carries 0.214; number 17, H, carries 0.212; number 18, H, carries 0.203; number 19, H, carries 0.203; number 20, H, carries 0.205; number 21, H, carries 0.209; number 22, H, carries 0.206

(x)
Entry from OMol25: a cluster of 2 separate species, C8H14 in total (the ωB97M-V functional and the def2-TZVPD basis).

```
! RIJCOSX wB97M-V def2-TZVPD def2/J DEFGRID3
* xyz 0 1
C 0.794 0.575 1.181
C 1.242 -0.858 1.037
C 0.506 -1.942 1.259
C 1.052 -3.357 1.391
H 0.840 0.922 2.234
H 1.523 1.250 0.720
H -0.216 0.784 0.810
H 2.295 -1.059 0.810
H -0.566 -1.870 1.378
H 2.148 -3.352 1.240
H 0.558 -4.010 0.636
H 0.799 -3.684 2.451
C -2.122 0.122 -1.863
C -1.066 1.005 -1.929
C -1.119 2.314 -1.208
C -0.058 3.163 -1.126
H -2.981 0.392 -1.239
H -2.108 -0.825 -2.373
H -0.129 0.829 -2.464
H -2.024 2.486 -0.626
H -0.254 4.133 -0.664
H 0.886 2.984 -1.655
*
```

The LUMO energy comes out at 0.863 eV. As for the HOMO energy: -8.749 eV. The SMILES is C/C=C/C.C=CC=C. Its HOMO-LUMO gap is 9.61 eV.

Partial atomic charges computed with the natural (NBO) method, in multiples of e: number 1, C, carries -0.649; number 2, C, carries -0.197; number 3, C, carries -0.179; number 4, C, carries -0.637; number 5, H, carries 0.216; number 6, H, carries 0.213; number 7, H, carries 0.225; number 8, H, carries 0.185; number 9, H, carries 0.184; number 10, H, carries 0.209; number 11, H, carries 0.213; number 12, H, carries 0.216; number 13, C, carries -0.381; number 14, C, carries -0.217; number 15, C, carries -0.219; number 16, C, carries -0.390; number 17, H, carries 0.193; number 18, H, carries 0.205; number 19, H, carries 0.206; number 20, H, carries 0.201; number 21, H, carries 0.204; number 22, H, carries 0.199

Stability ranking, top and bottom: (w) is the most stable and (x) is the least stable.